C28H54LuP2Si | the ωB97M-V functional and the def2-TZVPD basis

Results
**Energy relative to the best compared isomer or geometry (same formula, charge and spin)**: 226.2 kcal/mol
**Highest occupied orbital energy**: -7.16 eV

ORCA input file:
```
! wB97M-V def2-TZVPD RIJCOSX def2/J DEFGRID3
* xyz 1 1
H 2.12663 0.45326 -2.51290
H -0.66098 1.93991 -3.51470
Lu -0.18519 -0.47953 -4.70938
C -0.72654 -1.49061 1.57845
H -3.57788 2.63657 -0.17847
H 0.47223 -0.25388 3.79282
H 3.44398 -1.47284 1.34826
H 0.25286 4.10183 -1.61289
C 1.50603 -0.75247 -5.97140
H 2.00314 0.09058 2.96841
H 0.39905 -3.30553 -1.94401
H -1.43845 1.73522 3.27416
C 1.52846 0.61589 -5.62663
C 0.91583 0.04500 2.83497
H -1.47430 -1.98446 -7.57239
H -2.17972 1.50880 -5.34401
C -0.65031 -2.37142 0.46740
C -0.90718 2.55296 -2.61484
H -1.85092 -4.11532 0.61797
P 1.65591 2.27022 -0.95844
C 0.48500 -1.41658 -6.92871
H 1.98234 -2.53098 -1.74135
H -1.02472 2.32754 -7.26956
C -2.55256 4.91121 1.10668
C 1.18772 -3.07576 -1.21132
H 2.94034 1.96467 -2.99604
H -4.29583 2.47751 -2.44052
H 0.76828 2.62604 -5.77302
Si -1.76511 3.20610 1.27185
C 0.08848 3.51426 1.40182
H -2.34459 3.21887 3.63422
C -1.97767 -0.54414 -6.02417
C 2.75325 3.74343 -0.74954
C -3.71339 1.56334 -2.61023
C -1.55898 0.78580 -5.89244
C -1.06884 -1.64523 -6.60613
C -2.22082 2.40752 2.90401
C 0.55137 -0.90151 1.76256
H -2.37195 5.45164 2.04410
H 0.56017 1.06074 2.60867
H 1.07023 3.31489 -2.95437
H -1.45475 3.41934 -3.00462
C 2.67766 1.32582 -2.14742
H -3.16246 1.85234 2.83529
H -2.99474 -0.87443 -5.78225
C -1.75825 -3.21976 -0.01325
H 0.87243 -2.44311 -7.03693
H 0.55521 -0.94598 -7.91757
H -1.68979 -1.35074 3.48725
C -0.59647 1.37915 -6.91167
H 1.40998 2.00115 -7.26058
P -2.14769 1.60898 -1.69170
H 3.11866 4.05878 -1.73369
H -1.14422 -2.54045 -5.94410
C 0.81812 1.70906 -6.38397
C 0.66328 -2.29060 -0.06864
H 2.37968 0.98072 -5.02723
C -1.65754 -0.15431 -1.75119
H -2.74221 -1.88292 2.15626
C -2.61190 2.09546 -0.04524
H -0.63263 -0.30035 -1.40010
H -2.72434 -2.69942 0.02782
H -2.31322 -0.75592 -1.11615
C 1.40834 -1.38620 0.74216
H 3.59760 0.97224 -1.67154
H 1.61695 -4.04008 -0.87574
H 3.61851 3.47686 -0.13098
H -1.77089 -0.58182 -2.78360
H 2.29728 -1.42811 -5.57191
C -1.91194 -1.21406 2.41549
H 2.23084 4.58140 -0.27013
H -1.59434 -3.55158 -1.04495
H -4.31135 0.70854 -2.26945
H -0.52061 0.76536 -7.82425
H -2.90001 1.16426 0.44700
H -2.11265 5.48875 0.28146
H -3.54688 1.43180 -3.68214
H -3.63686 4.84052 0.94566
H 3.21798 -1.33716 -0.40498
H 0.28235 3.73258 2.46699
H -2.26598 -0.17435 2.29155
H 0.37696 4.39978 0.81342
H 2.96831 0.08147 0.64565
C 0.43504 3.12582 -2.08099
H 0.70791 2.63413 1.12813
C 2.82326 -1.00830 0.56620
*
```

***

C28H54O11 | the ωB97M-V functional and the def2-TZVPD basis

Results
**Energy relative to the best compared isomer or geometry (same formula, charge and spin)**: 0.0 kcal/mol
**Highest occupied orbital energy**: -9.49 eV

ORCA input file:
```
! wB97M-V def2-TZVPD RIJCOSX def2/J DEFGRID3
* xyz 0 1
O 6.51020 15.50401 6.81058
O 8.00404 17.16477 7.02595
O 13.59155 15.56585 7.92990
H 13.57170 14.29449 5.10536
C 7.91112 16.67554 10.96953
C 13.20961 12.07014 9.95213
C 14.79186 15.66011 10.96137
H 15.07826 16.79349 6.00202
H 15.36183 9.89621 14.49696
H 14.55446 15.10476 10.05195
H 11.96376 11.59595 5.91942
O 9.97552 12.99958 5.55714
H 10.99188 8.76215 14.22469
O 8.62885 15.93485 10.35206
H 18.40687 13.12844 8.75577
O 10.99352 11.12170 10.05690
H 10.46914 17.10191 7.66826
H 11.91484 8.52805 10.70695
H 18.07061 11.75685 9.81262
H 11.67589 16.20119 11.38036
H 12.62931 13.76363 6.54381
C 15.07112 10.23291 13.47067
C 16.69769 11.99279 8.25136
O 16.18903 12.60213 7.30679
H 9.85124 15.75380 8.46647
H 14.09283 10.70468 13.49953
H 12.24731 7.65700 15.03648
H 10.99017 10.08576 6.10928
H 8.98940 16.08244 5.55606
H 15.91952 13.38902 13.49897
C 14.14594 15.12598 6.93636
O 13.43542 7.59922 12.66056
H 8.49372 11.30805 7.49078
H 15.92004 16.05419 7.46986
H 13.56811 12.83835 10.61576
C 15.36646 15.87048 6.51621
C 11.11834 11.12037 6.46213
C 6.67911 16.83422 7.03608
C 16.29685 10.56524 8.55538
H 7.02755 18.59709 11.01810
H 8.31134 18.17308 9.63497
H 7.79727 12.01928 5.94659
H 8.10512 16.12861 12.99641
H 15.98710 15.30983 5.72848
H 17.10919 9.89382 8.60322
H 12.30783 17.00245 12.83714
C 10.07200 16.06854 7.44787
C 11.53936 7.74357 14.16307
H 13.60776 12.15219 8.95037
O 16.24375 11.46864 11.73092
H 11.09148 11.10932 7.51476
C 13.57455 15.55988 11.82588
H 14.32980 13.14906 6.23161
H 10.06036 13.43267 9.52343
H 15.59126 15.07660 11.39887
C 13.62714 13.93886 6.17451
C 11.01662 13.46491 9.94084
O 5.75894 17.59101 7.25514
H 17.03574 13.26490 9.90840
H 7.98790 14.49226 7.90374
C 7.81980 14.88564 6.90243
H 10.75965 15.39509 7.06043
H 6.66253 17.12924 12.64742
H 13.48335 11.11044 10.52308
C 11.70068 12.13176 9.91898
H 15.93912 12.19078 14.87543
O 13.26430 14.48795 12.28006
C 12.59297 16.65501 11.84104
C 15.88617 11.34830 12.88004
H 17.45896 12.37985 13.96021
C 9.92180 11.92902 6.06937
C 7.45376 17.92954 10.28513
H 15.16433 16.67042 10.76555
H 15.00895 9.31239 12.90261
C 8.79445 16.09665 6.60998
H 10.62556 7.45391 11.31413
H 15.61607 10.21371 7.80982
C 16.28546 12.42017 13.88682
H 7.99117 14.07643 6.28647
H 10.80212 13.52618 11.02996
H 11.69040 14.33495 9.74630
C 11.39378 8.17887 11.64664
H 8.45665 10.47093 5.99412
H 6.74555 15.41875 12.19572
C 8.60250 11.42636 6.41688
C 7.28689 16.34429 12.32684
H 6.65442 17.52748 9.63949
H 10.80813 9.08001 11.92540
H 12.88250 17.50353 11.20589
H 15.89254 10.51657 9.57019
C 12.24281 7.80388 12.83722
H 10.85413 6.87451 14.21405
C 17.61713 12.57957 9.24227
*
```

***

C28H54OP2Sc | the ωB97M-V functional and the def2-TZVPD basis

Results
**Energy relative to the best compared isomer or geometry (same formula, charge and spin)**: 12.7 kcal/mol
**Highest occupied orbital energy (spin up / spin down)**: -9.40 / -9.39 eV

ORCA input file:
```
! wB97M-V def2-TZVPD RIJCOSX def2/J DEFGRID3
* xyz 1 1
C 0.42853 1.25788 -1.76066
H 2.28424 -4.50465 1.81320
C -2.84138 0.91422 -0.69331
H 0.55589 0.83917 3.40802
H -0.47703 2.51230 -3.20854
C 1.59473 -1.28939 -3.38561
H 3.25072 4.90731 1.97389
C -0.71013 0.46081 -3.94985
H -3.38536 -2.27054 1.79914
H -0.37120 1.19406 1.93703
H 4.41041 3.06801 1.37988
C 1.90073 -1.42848 2.12536
C 2.98407 4.50981 -1.10547
C 0.51076 0.68202 2.32637
H 1.68296 -5.93208 0.89680
H -1.76302 2.19681 3.16910
H -2.88812 0.93269 3.73868
H 0.62486 -5.86740 -1.63851
C -2.11830 3.20827 0.29252
C -3.19970 1.39016 -2.06105
C 2.23976 4.60838 1.65898
H 2.53602 -4.04376 -2.33477
H -1.34633 -1.09162 3.15957
H 1.00893 1.75878 -3.77206
H -1.89610 -1.28084 -3.28550
H 0.10593 1.99250 -1.01494
H -0.52557 -4.51309 -1.91482
C 1.48137 0.39573 -1.42680
H 2.98838 3.92351 -2.03817
C 1.46699 -4.90400 1.20320
H 0.54626 -4.88188 1.80052
H 1.36911 1.18771 1.85639
C -0.39020 -1.59940 3.02093
H -2.43259 2.05499 -2.46622
H 3.15042 -5.15347 -1.06699
H -2.52933 -2.19747 -1.16297
C 2.34264 -0.26538 -2.48613
H 3.17638 -0.80687 -1.99806
H 2.17986 -2.22909 -3.41437
C -3.15662 -0.23189 1.29467
C -2.72945 1.70159 2.97082
H -0.59957 -2.59174 2.60209
C 0.19122 -1.62074 -2.85876
C -0.90073 -0.83954 -3.19932
H 1.85601 -2.45954 1.75408
H 3.45337 -3.38470 -0.97236
C -2.78631 1.09798 1.61394
H 2.26157 -1.45481 3.15950
H -4.03403 -1.43689 -1.77907
C 0.05106 -5.06364 -1.16173
H 4.39506 2.28230 -0.22603
H -3.51974 2.46324 3.08525
H -2.96914 3.90237 0.35757
H -1.68814 0.87642 -4.23351
H -1.42469 3.47076 1.09982
H -3.15644 -1.18641 3.21042
C -2.53382 1.79181 0.40385
P 2.26627 3.46039 0.21963
H 0.05085 -2.67722 -2.61022
C -3.61490 -1.28579 2.22387
H 2.82230 0.51508 -3.11674
P 1.18662 -3.91344 -0.31631
H 0.05723 -1.74247 4.01994
C -3.44220 -1.63249 -0.87076
C 0.50300 -0.81264 2.04573
O -0.02076 -1.04602 0.72919
H -4.03793 -2.29516 -0.23470
H 2.03949 0.61596 -0.50344
H 3.49495 1.57049 1.11054
H -0.21338 0.27209 -4.92431
H -4.70540 -1.23089 2.38865
H -4.13273 1.97723 -2.05678
C 3.79264 2.52137 0.65766
C 2.73160 -4.16051 -1.26337
H 1.74719 4.08470 2.49433
H 4.01334 4.83980 -0.89010
H 1.64395 5.50061 1.41845
H 2.62384 -0.88041 1.51625
H -1.60164 3.39885 -0.65556
C -3.13085 -0.38060 -0.12198
C 0.08708 1.56573 -3.18843
H -3.36916 0.56991 -2.76486
Sc -0.57594 -0.46633 -1.01791
H -0.63620 -5.47465 -0.40966
H 2.34390 5.38895 -1.26732
H 1.57986 -0.92357 -4.43594
*
```

***

C28H55O2Si4Zr | the ωB97M-V functional and the def2-TZVPD basis

Results
**Energy relative to the best compared isomer or geometry (same formula, charge and spin)**: 0.9 kcal/mol
**Highest occupied orbital energy (spin up / spin down)**: -9.83 / -9.83 eV

ORCA input file:
```
! wB97M-V def2-TZVPD RIJCOSX def2/J DEFGRID3
* xyz 1 1
H -2.69208 -2.15637 2.21859
C -1.61849 3.28805 2.51669
H -0.98271 -0.20488 -4.98534
H 4.31841 1.22439 5.16145
H -0.62594 2.04549 -1.77643
C -0.43956 -3.35580 0.75118
H 2.44667 3.51012 2.29129
H 1.27715 -0.19221 6.60520
C -2.49803 -0.09401 1.35051
H -0.34376 3.15439 5.54828
Si 2.70892 0.30902 3.54983
C -1.00111 0.19604 -3.97566
H -1.59710 -2.39918 -9.20115
H -0.57196 -3.66295 -1.47385
H -2.47758 -1.54570 -7.91116
H 0.47469 -1.25297 -3.34243
C -0.46993 0.14457 -8.68906
H -2.73287 0.41244 6.12845
C 0.29288 0.29246 6.54884
C -0.08845 -3.18442 -0.62561
H 3.34067 0.29423 1.10616
H -1.16518 -1.61040 -2.73717
Zr -0.58118 -0.99694 0.17779
C 1.14015 -2.44037 -0.67850
H -1.44213 0.26838 -9.17153
H 1.35644 3.19086 0.92091
H 0.16609 -2.52255 5.15645
H -3.08891 -0.72675 -1.89246
H -0.37581 2.29794 -4.19246
H 2.32926 -1.69631 5.02995
H 1.11511 1.67993 -1.92077
H 1.73922 -2.27259 -1.56565
C -0.33316 -1.21512 -7.95484
C 0.11742 1.40718 -2.26035
C -0.03306 1.35964 -3.76076
H -2.03086 0.50026 -3.73204
H -1.48754 -2.99123 -7.53887
H -2.33312 1.73000 5.01014
H 0.06599 4.68486 4.75037
H 0.35996 0.38900 -9.35404
C 0.92044 -1.96944 -8.33304
C -0.79144 -2.03268 4.92804
C -0.46418 -0.80399 -2.99565
Si 0.13886 2.87561 3.08144
H -0.30929 -0.07317 7.39728
H 4.75937 0.44299 2.16524
C 2.99264 -1.44730 4.18976
C 0.33128 3.61688 4.81476
H 0.43006 1.37372 6.67855
C -1.55405 -2.08655 -8.15046
H 1.35659 3.54788 5.19638
H -1.82080 2.89034 1.51867
C -2.62130 -1.52197 1.33495
H 0.57818 -2.68663 2.63443
C 0.52276 -2.66746 1.54972
H 1.81197 -1.33573 -8.24074
C 3.27453 1.48049 4.92432
H 2.44105 -1.63731 0.96971
Si -0.63452 -0.14871 4.95079
O -0.13346 0.02279 -1.81618
H -1.22942 -3.99379 1.13700
C -2.60645 0.37588 0.00148
H -1.28197 1.25305 -6.95866
H 2.68992 1.38416 5.84578
Si 0.44611 0.54957 2.97619
C -0.36985 0.71561 -7.27564
H 1.22729 4.71843 1.82539
H 4.02771 -1.53397 4.55446
H -1.51423 -2.33732 5.70120
H -2.63045 1.41956 -0.31327
H -2.38016 2.89950 3.20240
H 3.25262 2.53073 4.60827
H 1.03210 -2.85421 -7.70248
C -2.80701 -0.75855 -0.84114
H -1.15146 -2.40759 3.96146
H 3.72695 1.85004 1.85502
C -2.79767 -1.92704 -0.02609
H -3.06018 0.22529 4.39034
H -3.02303 -2.93157 -0.38453
H 0.52331 1.33063 -7.08579
O -0.24440 -0.60883 -6.62602
C 3.71930 0.76488 2.01847
H 0.92925 1.07891 -4.21162
H -1.73024 4.38059 2.48408
H 2.85020 -2.20591 3.41115
H -2.48460 0.53198 2.23977
C 1.51472 -2.11463 0.66217
H 0.83371 -2.31012 -9.37288
C 1.42032 3.63851 1.92308
C -2.34961 0.63788 5.12052
*
```

***

C28H56Br6NiO12S5 | the ωB97M-V functional and the def2-TZVPD basis

Results
**<S²>**: 2.0037
**Energy relative to the best compared isomer or geometry (same formula, charge and spin)**: 113.2 kcal/mol
**Highest occupied orbital energy (spin up / spin down)**: -7.30 / -7.23 eV

ORCA input file:
```
! wB97M-V def2-TZVPD RIJCOSX def2/J DEFGRID3
* xyz 0 3
S -17.06737 -10.87210 11.00707
H -19.50647 -9.38553 18.72563
H -14.11736 -7.89114 15.14811
H -13.35192 -9.52626 15.02632
H -15.13804 -8.32966 17.03753
C -16.07681 -9.22265 19.77879
Ni -16.82795 -9.91222 14.20908
Br -9.07392 -9.47190 19.97091
O -16.06370 -11.80279 14.30857
H -13.13671 -5.13771 11.74505
O -17.49388 -10.29304 12.29535
O -17.73403 -8.02256 13.85982
H -15.17919 -12.09058 8.91582
H -17.51611 -9.33352 9.22349
H -16.66850 -3.82048 12.72551
S -16.04036 -13.25836 14.53553
H -12.83256 -14.20892 15.74271
Br -14.72111 -8.21728 20.82306
H -12.52121 -8.70394 18.09885
C -16.32096 -5.97734 12.74249
O -17.81842 -11.98225 10.43270
H -15.53414 -10.05003 7.93089
H -16.15709 -5.86405 11.67085
H -17.51275 -10.75812 19.96248
H -13.53736 -12.64805 15.98547
H -14.30864 -14.86458 14.13110
S -19.89089 -11.13269 15.58962
H -15.50079 -12.34398 11.59446
O -13.50553 -5.07354 14.78280
H -14.66922 -9.21874 9.28653
H -19.81738 -11.55677 17.77210
H -10.23278 -5.79060 15.16767
H -10.55032 -5.69757 11.56589
O -16.88579 -14.16457 13.75742
C -16.63382 -9.64474 9.78277
O -18.48135 -7.21318 11.54400
H -18.60147 -8.78242 17.62084
C -14.77154 -14.21455 16.85591
H -19.22380 -5.13397 12.71566
C -17.03808 -10.01236 20.60017
H -13.38977 -6.68430 12.47435
H -17.54063 -4.95786 15.35637
C -14.81805 -11.29933 9.57278
H -21.59896 -8.79724 17.70953
H -10.61506 -8.12185 13.39109
O -18.81318 -10.69359 14.63446
S -12.26233 -5.05076 13.97666
H -12.84752 -10.31781 12.84029
H -14.56963 -10.75776 11.61908
H -16.45541 -8.72174 10.33443
S -17.82303 -7.01070 12.77985
O -16.46596 -9.56674 16.20235
H -19.61373 -6.09134 14.23740
C -18.84846 -5.64607 13.60164
H -12.62360 -11.91779 12.09185
C -19.18753 -10.82429 17.26725
C -14.28197 -8.95843 15.00014
C -17.80629 -4.72096 14.32612
H -15.57700 -6.53226 13.31406
C -15.34695 -10.02445 9.00440
H -9.41386 -6.91596 13.11830
C -10.97197 -6.30067 14.54999
O -11.44074 -3.85290 13.76127
H -15.71171 -4.17674 13.88705
Br -10.75234 -10.02874 11.44973
C -10.48853 -7.04950 13.24221
H -11.22447 -7.24577 11.25896
H -20.73255 -7.98329 16.55702
H -16.42854 -12.75756 16.87037
C -19.49768 -9.40266 17.63580
H -11.01508 -7.78890 19.72834
H -15.00759 -15.27824 16.82509
H -12.06624 -12.21122 14.24706
C -15.13319 -9.20345 16.38595
H -14.71570 -10.05690 16.92021
H -21.52971 -9.54671 14.86699
C -15.26730 -11.40660 11.08958
C -11.36772 -11.62453 13.65043
H -11.50456 -9.38064 20.48893
H -22.01525 -10.54822 16.20934
Br -11.69076 -11.14115 17.78156
H -17.83178 -9.51786 21.16018
C -16.13891 -13.68959 16.38506
C -16.57151 -4.65593 13.41884
H -11.05264 -10.79495 14.28338
C -11.56906 -9.20968 18.25928
H -13.74463 -11.28756 9.38379
O -14.89176 -9.20882 13.70723
Br -16.01112 -11.09307 21.85276
H -11.53221 -6.95220 15.22062
O -20.53824 -12.44556 15.56128
H -16.93528 -14.42121 16.52148
H -16.60244 -8.44607 19.22316
C -11.19702 -6.45506 12.00871
C -20.81910 -8.98743 16.97214
C -21.19398 -9.94320 15.82520
C -14.37630 -13.82206 14.44201
C -13.79038 -13.69916 15.84673
H -14.47267 -14.11852 17.89973
H -13.89492 -13.18524 13.69983
C -12.11177 -11.05162 12.51122
Br -9.84243 -12.79901 13.02884
H -10.95813 -8.76399 17.47428
H -15.69273 -10.01586 19.13737
H -18.07133 -3.68563 14.11180
C -12.63532 -5.91169 12.32614
H -18.15857 -11.04915 17.54792
C -10.99861 -8.87695 19.66527
*
```